Entry from the Open Molecules 2025 dataset: 7 unconnected molecules or ions with the total composition C43H94F9N5O3PS (ωB97M-V/def2-TZVPD).

ORCA input file:
```
! wB97M-V def2-TZVPD RIJCOSX def2/J DEFGRID3
* xyz 3 1
P 5.31644 18.89973 9.06642
F 5.85111 17.60602 9.85732
F 5.34002 19.80138 10.39672
F 6.82902 19.26691 8.72729
F 4.84256 20.21729 8.21374
F 5.01577 18.01266 7.72515
F 3.75090 18.55054 9.46582
C 4.61788 17.85096 13.85665
C 5.93608 18.57288 13.58924
C 7.06487 17.59593 13.93594
N 8.35737 17.86012 13.22293
C 8.84540 19.24159 13.49267
C 8.16581 17.64394 11.76042
C 9.49397 17.16432 11.18525
C 9.97664 16.24467 12.30591
C 9.44698 16.86043 13.59396
H 4.41229 17.51873 14.87680
H 4.51334 16.94785 13.24140
H 3.77603 18.51424 13.63842
H 5.95970 19.33467 14.36808
H 6.02053 18.92630 12.56903
H 6.79689 16.57683 13.65030
H 7.31076 17.59231 14.99726
H 9.53190 19.46408 12.67793
H 9.21072 19.37988 14.50172
H 7.98844 19.88383 13.32320
H 7.70496 18.46451 11.22077
H 7.51738 16.77317 11.63182
H 10.13697 18.02032 10.97586
H 9.25727 16.67256 10.24365
H 11.06098 16.18680 12.27940
H 9.54117 15.25290 12.20336
H 10.13957 17.46915 14.17185
H 9.16894 16.08144 14.30417
C -1.43946 16.61131 8.74619
C -0.36888 15.87685 9.52750
C 1.09199 16.19733 9.23625
N 2.03903 15.16694 9.80554
C 2.02694 15.14835 11.28652
C 3.46326 15.39271 9.32195
C 4.09710 14.02085 9.31776
C 3.00837 13.17952 8.68829
C 1.71363 13.76402 9.27353
H -1.22259 16.59826 7.67451
H -1.76460 17.59052 9.09628
H -2.38059 16.05973 8.83529
H -0.50672 14.80841 9.33996
H -0.51079 15.96653 10.60988
H 1.41564 17.13987 9.68112
H 1.30266 16.13979 8.16501
H 2.91930 14.65452 11.65745
H 1.11405 14.68711 11.64745
H 2.05139 16.17021 11.66835
H 3.90413 16.17767 9.92841
H 3.44116 15.71256 8.28022
H 4.39080 13.64790 10.29689
H 4.99510 14.04979 8.69873
H 3.09960 12.12559 8.95194
H 2.93035 13.19381 7.60167
H 1.24823 13.17155 10.05287
H 1.00868 13.84972 8.45150
C 0.73167 21.55678 2.49283
C 0.80624 20.62116 3.69587
C 1.41607 21.30641 4.90159
N 1.27184 20.54692 6.19801
C 2.18341 19.37006 6.15909
C -0.14501 20.22722 6.58511
C -0.12330 20.06736 8.10435
C 0.99042 20.99133 8.60668
C 1.76027 21.42695 7.36354
H 1.63154 22.17440 2.43975
H -0.12535 22.23215 2.56616
H 0.60841 21.05076 1.53911
H 1.56785 19.88206 3.40622
H -0.12169 20.07444 3.85245
H 0.92150 22.25396 5.11793
H 2.48768 21.44146 4.78063
H 2.09972 18.70555 7.01533
H 3.17976 19.79319 6.08092
H 1.99485 18.75526 5.27703
H -0.50699 19.42411 5.95560
H -0.66889 21.18091 6.46335
H 0.17347 19.04293 8.34910
H -1.13013 20.23914 8.47387
H 1.66214 20.43513 9.25630
H 0.62309 21.86833 9.13401
H 2.84535 21.42281 7.44308
H 1.54410 22.42355 6.97093
C 6.40802 13.24596 0.62591
C 6.09535 13.79709 2.02776
C 7.30468 13.64653 2.92946
N 7.05155 13.72463 4.45811
C 8.37969 13.81133 5.12931
C 8.17558 14.08333 6.62396
C 7.40953 15.41064 6.90387
C 6.08551 15.39605 6.11538
C 6.31815 15.01650 4.66518
C 6.27735 12.50648 4.79739
H 6.67652 12.19434 0.77469
H 7.27224 13.74774 0.19640
H 5.51631 13.20346 0.01050
H 5.22549 13.21720 2.35133
H 5.85236 14.86001 2.05509
H 8.01853 14.44356 2.71665
H 7.87491 12.71769 2.87648
H 8.86997 14.68643 4.70936
H 8.89478 12.86008 5.02940
H 9.17414 14.20101 7.03733
H 7.55445 13.32969 7.10549
H 8.04141 16.22987 6.55947
H 7.26175 15.39997 7.97994
H 5.47890 16.29190 6.22771
H 5.45811 14.63640 6.60582
H 6.75229 15.78080 4.02759
H 5.31908 14.78699 4.28297
H 6.14926 12.45026 5.86950
H 6.77853 11.65313 4.35390
H 5.31064 12.60403 4.31111
C 6.20160 19.95406 4.54142
C 5.96331 21.25486 5.27933
C 7.26952 21.78790 5.86713
N 7.13933 22.98994 6.72629
C 8.44314 23.13295 7.45085
C 8.71046 24.45404 8.09906
C 8.46923 25.61943 7.13526
C 7.09580 25.51114 6.48739
C 6.86857 24.16246 5.80011
C 6.02448 22.91389 7.69008
H 6.73126 20.05374 3.59600
H 5.30528 19.34745 4.41200
H 6.84539 19.32022 5.16535
H 5.14851 21.13333 5.99914
H 5.58929 22.04827 4.61909
H 7.85485 22.04557 4.98741
H 7.75587 21.01581 6.46142
H 9.26285 22.85777 6.78544
H 8.37498 22.32204 8.17795
H 9.62748 24.48231 8.68307
H 7.97921 24.65020 8.89672
H 9.24916 25.55498 6.36719
H 8.56998 26.54008 7.70296
H 6.98032 26.38621 5.85072
H 6.33559 25.61411 7.26834
H 7.57922 24.12119 4.97658
H 5.84320 24.10253 5.45086
H 6.26682 22.14018 8.41419
H 5.08312 22.69427 7.20472
H 5.98598 23.84821 8.23642
C 8.46973 22.39815 11.15081
F 8.16543 23.55577 10.60546
F 8.32416 22.45136 12.48338
F 7.58105 21.46456 10.73015
S 10.25582 21.91666 10.78239
O 10.41921 20.59666 11.37213
O 10.36986 21.94489 9.32602
O 10.97011 23.00370 11.40807
*
```

Results
lowest unoccupied orbital energy = -6.3 eV
energy above the lowest of the compared OMol25 structures with the same formula, charge and spin = 30.9 kcal per mole
Kohn-Sham gap = 7.050 eV